Entry 1:
{"formula": "C2H10O2S", "method": "ωB97M-V/def2-TZVPD", "species": ["C", "S", "C", "H", "H", "H", "H", "H", "H", "H", "H", "O", "H", "H", "O"], "xyz": [[-1.071, -1.216, -0.999], [-1.759, -0.412, 0.441], [-0.848, 1.092, 0.368], [0.013, -0.988, -1.101], [-1.079, -2.259, -0.679], [-1.586, -0.893, -1.891], [0.220, 1.216, 0.986], [-1.423, 2.002, 0.567], [-0.454, 1.172, -0.639], [0.713, -0.472, 1.561], [1.373, -0.405, 0.228], [1.404, -1.014, 1.161], [0.691, 1.310, 1.770], [2.384, 0.449, -0.849], [1.424, 0.419, -0.923]], "nbo_charge": [-0.807, 0.479, -0.548, 0.337, 0.249, 0.240, -0.003, 0.251, 0.332, 0.397, 0.473, -0.991, 0.365, 0.454, -1.227], "homo_ev": -8.5, "de_lowest_kj_mol": 647.8, "homo_lumo_gap_ev": 5.48}

=====

Entry 2:
{"formula": "C19H39N2O17S", "method": "ωB97M-V/def2-TZVPD", "species": ["N", "H", "H", "H", "H", "N", "H", "H", "H", "H", "C", "O", "H", "H", "H", "C", "C", "C", "O", "C", "O", "O", "H", "H", "H", "H", "H", "H", "C", "C", "C", "O", "C", "O", "O", "H", "H", "H", "H", "H", "H", "C", "C", "C", "O", "C", "O", "O", "H", "H", "H", "H", "H", "H", "C", "C", "C", "O", "C", "O", "O", "H", "H", "H", "H", "H", "H", "C", "C", "O", "S", "O", "O", "O", "H", "H", "H", "H"], "xyz": [[-0.558, -2.060, 3.811], [-1.077, -1.736, 4.614], [-0.361, -1.299, 3.177], [-1.011, -2.848, 3.370], [0.326, -2.231, 4.269], [-0.259, 1.956, 4.362], [-0.275, 1.499, 3.461], [-0.528, 2.928, 4.318], [0.716, 1.854, 4.607], [-0.690, 1.386, 5.076], [0.441, -0.093, 1.126], [-0.214, 0.268, 2.296], [1.315, 0.533, 0.941], [0.770, -1.131, 1.185], [-0.029, 0.004, 0.148], [-2.507, 3.304, -0.234], [-1.521, 3.518, -1.388], [-0.841, 2.343, -1.927], [-1.227, 2.279, -3.275], [-1.992, 3.265, -3.602], [-2.532, 3.443, -4.704], [-2.252, 3.958, -2.539], [-3.117, 4.155, 0.070], [-2.007, 2.884, 0.638], [-3.290, 2.638, -0.595], [-0.936, 4.369, -1.039], [-1.212, 1.481, -1.372], [0.229, 2.432, -1.738], [2.253, -0.126, -2.563], [3.272, 0.971, -2.211], [4.476, 1.116, -3.153], [4.521, 2.468, -3.461], [3.333, 3.116, -3.072], [3.116, 4.309, -3.101], [2.642, 2.247, -2.385], [2.665, -1.110, -2.786], [1.537, 0.146, -3.339], [1.536, -0.166, -1.743], [3.606, 0.810, -1.186], [4.392, 0.463, -4.022], [5.281, 0.829, -2.477], [4.302, -0.099, 1.599], [3.776, -1.425, 2.352], [3.394, -2.509, 1.369], [4.090, -3.666, 1.793], [5.028, -3.285, 2.625], [5.945, -4.010, 2.973], [4.917, -2.017, 2.940], [4.740, -0.243, 0.611], [4.962, 0.504, 2.223], [3.474, 0.596, 1.460], [3.055, -1.206, 3.140], [3.590, -2.300, 0.317], [2.334, -2.763, 1.386], [-0.530, -2.312, -2.529], [-2.003, -2.223, -3.111], [-3.086, -2.660, -2.178], [-3.983, -1.577, -2.263], [-3.470, -0.541, -2.913], [-4.066, 0.509, -3.064], [-2.230, -0.836, -3.289], [-0.248, -1.560, -1.792], [0.144, -2.087, -3.356], [-0.394, -3.242, -1.976], [-2.151, -2.683, -4.088], [-2.785, -2.922, -1.164], [-3.553, -3.534, -2.633], [-4.085, 0.298, 2.555], [-3.887, 0.332, 1.123], [-4.366, -0.905, 0.691], [-3.919, -2.071, 1.748], [-2.611, -2.570, 1.408], [-4.976, -3.052, 1.976], [-3.831, -1.002, 3.000], [-5.017, 0.728, 2.921], [-3.306, 0.752, 3.169], [-2.825, 0.323, 0.877], [-4.420, 1.088, 0.546]], "lowdin_spin": [0.097, 0.101, 0.018, 0.019, 0.067, 0.161, 0.019, 0.037, 0.072, 0.135, 0.011, 0.068, 0.003, 0.004, 0.001, 0.003, 0.000, 0.000, 0.000, 0.000, 0.000, 0.000, 0.000, 0.003, 0.000, 0.000, 0.000, 0.000, 0.000, 0.000, 0.000, 0.000, 0.000, 0.000, 0.000, 0.000, 0.000, 0.000, 0.000, 0.000, 0.000, 0.003, 0.013, 0.004, 0.003, 0.002, 0.000, 0.008, 0.000, 0.001, 0.002, 0.023, 0.000, 0.004, 0.000, 0.000, 0.000, 0.001, 0.000, 0.000, 0.000, 0.000, 0.000, 0.000, 0.000, 0.000, 0.000, 0.016, 0.003, 0.002, 0.028, 0.010, 0.001, 0.032, 0.000, 0.020, 0.001, 0.000], "homo_ev": [-4.2, -9.0], "de_lowest_kj_mol": 52.1, "homo_lumo_gap_ev": [3.87, 8.50], "multiplicity": 2}

=====

Entry 3:
{"formula": "C3H4N2O", "method": "ωB97M-V/def2-TZVPD", "species": ["O", "C", "N", "C", "C", "N", "H", "H", "H", "H"], "xyz": [[-0.725, -0.543, -2.194], [-0.520, 0.086, -1.099], [-0.620, 1.233, -0.565], [0.370, 0.520, 1.526], [0.741, -0.639, 1.365], [-0.223, -1.116, -0.427], [-0.959, 1.946, -1.199], [0.017, 1.515, 1.666], [1.296, -1.472, 1.753], [0.621, -1.528, -0.826]], "nbo_charge": [-0.518, 0.641, -0.807, 0.036, -0.308, -0.332, 0.375, 0.266, 0.272, 0.376], "homo_ev": [-9.6, -9.6], "de_lowest_kj_mol": 650.4, "homo_lumo_gap_ev": [8.03, 8.03]}

=====

Entry 4:
{"formula": "C4H6N2O2", "method": "ωB97M-V/def2-TZVPD", "species": ["C", "N", "C", "C", "O", "C", "O", "N", "H", "H", "H", "H", "H", "H"], "xyz": [[-0.678, 1.308, 1.435], [-0.352, 1.385, -0.060], [0.037, 0.166, -0.518], [-0.672, -0.647, -1.230], [0.046, -1.890, -1.402], [1.226, -1.832, -0.700], [2.081, -2.699, -0.650], [1.203, -0.498, -0.152], [-1.782, 1.258, 1.601], [-0.188, 1.981, 2.211], [-0.304, 0.265, 1.700], [-1.186, 1.739, -0.498], [-1.492, -0.470, -1.962], [2.060, -0.065, 0.225]], "nbo_charge": [-0.437, -0.611, 0.262, -0.029, -0.473, 0.875, -0.595, -0.646, 0.201, 0.213, 0.204, 0.385, 0.219, 0.432], "homo_ev": -8.5, "de_lowest_kj_mol": 163.7, "homo_lumo_gap_ev": 9.25}

=====

Entry 5:
{"formula": "C21H25N3O3Sr", "method": "ωB97M-V/def2-TZVPD", "species": ["C", "C", "H", "H", "C", "C", "H", "H", "C", "H", "H", "H", "C", "H", "H", "H", "Sr", "O", "C", "O", "C", "O", "N", "C", "C", "H", "H", "H", "H", "C", "C", "H", "H", "H", "N", "C", "C", "C", "C", "C", "C", "C", "C", "N", "C", "H", "H", "H", "H", "H", "H", "H", "H"], "xyz": [[-4.202, 5.111, -5.026], [-3.475, 5.822, -5.933], [-5.236, 5.411, -4.847], [-3.824, 4.266, -4.492], [-2.087, 5.506, -6.225], [-1.477, 4.494, -5.559], [-1.946, 4.106, -4.678], [-0.479, 4.153, -5.829], [-4.111, 6.993, -6.649], [-5.162, 7.066, -6.353], [-4.069, 6.885, -7.742], [-3.614, 7.941, -6.394], [-1.297, 6.316, -7.225], [-1.233, 7.375, -6.936], [-1.718, 6.279, -8.238], [-0.276, 5.921, -7.266], [-0.169, 0.577, 0.293], [-1.118, 1.555, -1.659], [-1.155, 1.373, -2.913], [0.791, -0.456, -1.596], [0.425, -0.559, -2.796], [0.841, -1.531, -3.572], [-0.422, 0.304, -3.470], [0.202, -1.395, -4.893], [-0.594, -0.128, -4.854], [-0.458, -2.256, -5.043], [0.997, -1.360, -5.642], [-1.652, -0.279, -5.071], [-0.199, 0.629, -5.532], [-1.948, 2.138, -3.826], [-3.130, 2.726, -3.425], [-1.621, 2.106, -4.867], [-3.130, 3.387, -2.552], [-4.118, 2.424, -3.812], [2.240, -0.347, 0.859], [2.249, -1.192, 2.016], [3.342, -1.252, 2.869], [3.307, -2.142, 3.964], [2.192, -2.937, 4.207], [1.030, -2.854, 3.387], [-0.164, -3.575, 3.603], [-1.274, -3.327, 2.814], [-1.212, -2.334, 1.826], [-0.091, -1.617, 1.610], [1.052, -1.918, 2.307], [3.090, 0.214, 0.820], [2.191, -0.875, -0.028], [4.217, -0.630, 2.664], [4.177, -2.203, 4.620], [2.176, -3.626, 5.055], [-0.184, -4.306, 4.411], [-2.205, -3.871, 2.952], [-2.060, -2.105, 1.172]], "nbo_charge": [-0.365, -0.002, 0.215, 0.146, 0.018, -0.423, 0.165, 0.195, -0.642, 0.227, 0.231, 0.231, -0.646, 0.237, 0.230, 0.221, 1.890, -0.795, 0.693, -0.776, 0.949, -0.412, -0.463, -0.090, -0.248, 0.228, 0.237, 0.238, 0.230, -0.403, -0.112, 0.258, 0.230, 0.250, -0.932, 0.095, -0.200, -0.176, -0.161, -0.101, -0.081, -0.258, 0.061, -0.637, 0.207, 0.404, 0.415, 0.235, 0.248, 0.240, 0.248, 0.252, 0.198], "homo_ev": [-12.5, -12.5], "charge": 2, "homo_lumo_gap_ev": [5.47, 5.47]}